Record 1
Formula: C9H16NO2
Source: the OMol25 dataset
Level of theory: ωB97M-V with the def2-TZVPD basis set

Geometry as XYZ:
```
28
Properties=species:S:1:pos:R:3:mulliken_charge:R:1
C 1.8390 2.0815 -0.3319 -0.816
C 0.5659 1.8504 -0.5010 -0.685
C -0.2091 0.8090 0.3046 1.028
N -1.6643 1.0716 0.3218 0.040
C -2.4241 -0.2464 0.4123 -0.735
C -1.3653 -1.3180 0.3367 -0.882
C -0.1546 -0.6149 -0.3099 1.072
C -0.3141 -0.6305 -1.8117 -1.751
C 1.1368 -1.1966 0.2951 -0.284
O 2.1927 -0.9357 -0.5929 -0.562
C 1.2605 -0.4493 1.6436 -0.771
O 0.2711 0.5902 1.6163 -0.512
H 2.3876 2.8299 -0.8506 0.400
H 2.4313 1.3716 0.2242 0.051
H 0.0134 2.3004 -1.3256 0.338
H -2.0402 1.6068 -0.4749 0.421
H -1.8381 1.5169 1.2538 0.442
H -3.0025 -0.4161 -0.4779 0.321
H -3.0445 -0.3031 1.3289 0.378
H -0.9553 -1.4197 1.4016 0.292
H -1.6499 -2.2383 -0.1837 0.492
H -0.0468 0.2750 -2.3724 0.337
H -1.2121 -1.0228 -2.1911 0.476
H 0.4047 -1.2778 -2.2116 0.488
H 1.0504 -2.3616 0.4362 0.301
H 2.9974 -0.8067 -0.1337 0.393
H 1.1503 -1.1470 2.5794 0.262
H 2.2200 0.0811 1.6144 0.467
```

The calculation puts the relative energy (zero: lowest compared OMol25 entry of this formula, charge and spin) at 62.7 kcal/mol. The charge is +1. The total energy is -15169.125 eV. Its structure (SMILES) is C=C[C@@]12[NH2+]CC[C@]1(C)[C@@H](O)CO2. As for the LUMO energy: -3.0 eV. The value obtained for the HOMO-LUMO gap is 10.59 eV. The value obtained for the largest force on an atom is 3.42 eV/Å. Its spin multiplicity is 1.



Record 2
Formula: C9H16NP
Source: the OMol25 dataset
Level of theory: ωB97M-V with the def2-TZVPD basis set

Geometry as XYZ:
```
27
Properties=species:S:1:pos:R:3:mulliken_charge:R:1
C -2.4983 -5.1492 1.1038 0.035
C -2.7259 -3.9551 1.1490 -0.619
C -2.9640 -2.6973 1.7551 -0.046
C -3.0301 -1.4409 1.2440 -0.440
P -2.8946 -0.2949 -0.2608 -0.059
N -2.2164 0.9764 0.6268 -0.250
C -0.8266 1.0471 0.8731 -0.845
C -0.1089 1.9726 -0.0942 -0.187
C 1.3822 2.1094 -0.1801 -0.927
C 1.9842 1.1308 -1.2431 -0.580
C 1.6204 -0.3236 -0.9759 -0.765
H -2.2983 -6.1602 0.8594 0.429
H -3.2306 -2.9692 2.7975 0.291
H -3.2054 -0.7255 2.0996 0.294
H -1.6187 -0.7973 -0.8547 0.024
H -2.5864 1.8910 0.4282 0.295
H -0.7110 1.3013 1.8740 0.349
H -0.3925 0.0645 0.9720 0.389
H -0.3295 1.6182 -1.0967 0.155
H -0.5871 2.9349 0.1837 0.329
H 1.6463 3.2026 -0.2639 0.324
H 1.7575 1.9340 0.7848 0.393
H 1.6660 1.3671 -2.2391 0.346
H 3.0697 1.3200 -1.1604 0.362
H 1.1904 -0.5113 0.0351 0.167
H 0.8263 -0.7562 -1.6419 0.208
H 2.5098 -0.9651 -0.9941 0.328
```

The calculation puts the relative energy (zero: lowest compared OMol25 entry of this formula, charge and spin) at 61.2 kcal/mol. The total energy is -20367.105 eV. Its structure (SMILES) is C#C/C=C\PNCCCCC. As for the LUMO energy: 0.8 eV. The value obtained for the HOMO-LUMO gap is 9.44 eV. The value obtained for the largest force on an atom is 2.57 eV/Å. Its spin multiplicity is 1.



Record 3
Formula: C9H16O
Source: the OMol25 dataset
Level of theory: ωB97M-V with the def2-TZVPD basis set

Geometry as XYZ:
```
26
Properties=species:S:1:pos:R:3:mulliken_charge:R:1
C -2.4293 0.0732 -1.3185 -0.849
O -1.5324 0.7166 -0.4696 -0.465
C -0.2208 0.2275 -0.5388 1.351
C 0.2532 -0.1802 0.8966 1.710
C 1.5800 -1.0293 0.7352 -2.053
C -0.8101 -1.1723 1.5783 -1.803
C 0.5769 0.9757 1.7873 -1.823
C 0.1433 -0.7284 -1.6384 -1.330
C 0.9374 0.1570 -2.2949 -0.155
C 0.7467 1.4037 -1.3997 -1.087
H -2.0368 0.2370 -2.2888 0.370
H -3.2512 0.7505 -1.2534 0.337
H -2.5558 -0.9321 -1.0036 0.255
H 1.5111 -1.7041 -0.0717 0.500
H 1.7353 -1.5717 1.6327 0.507
H 2.4414 -0.5328 0.5533 0.460
H -1.5915 -0.6485 1.9065 0.479
H -1.0830 -1.8333 0.7822 0.402
H -0.3762 -1.8056 2.3870 0.382
H 0.6803 0.4545 2.7463 0.446
H -0.2386 1.6190 1.6733 0.436
H 1.5463 1.3371 1.5135 0.387
H 0.0772 -1.7910 -1.6861 0.554
H 1.3611 0.1734 -3.3400 0.360
H 1.5175 1.5785 -0.6988 0.284
H 0.3774 2.2823 -1.9061 0.344
```

The calculation puts the relative energy (zero: lowest compared OMol25 entry of this formula, charge and spin) at 78.9 kcal/mol. The total energy is -11636.106 eV. Its structure (SMILES) is CO[C@@]1(C(C)(C)C)C=CC1. As for the LUMO energy: 0.9 eV. The value obtained for the HOMO-LUMO gap is 9.52 eV. The value obtained for the largest force on an atom is 4.81 eV/Å. Its spin multiplicity is 1.



Record 4
Formula: C9H16SSi
Source: the OMol25 dataset
Level of theory: ωB97M-V with the def2-TZVPD basis set

Geometry as XYZ:
```
27
Properties=species:S:1:pos:R:3:mulliken_charge:R:1
C -2.5088 0.8384 -0.0194 -0.889
C -2.7598 1.7940 1.0110 1.128
C -1.9531 2.3253 1.9110 0.274
C 0.2825 -0.0412 -0.0950 -0.485
C -4.2052 2.2604 1.0490 -1.485
C -1.1737 2.8399 2.8052 -0.972
C 3.2731 -0.5513 -0.2495 -1.059
C 1.4326 -1.1877 -2.7225 -1.114
C 1.2964 -2.9817 -0.1928 -1.061
Si 1.5707 -1.1917 -0.8146 0.513
S -1.2864 -0.1174 -0.6772 0.032
H -3.3857 0.6066 -0.6120 0.256
H -4.8691 1.4161 1.2276 0.340
H -4.3469 2.9894 1.8430 0.396
H -4.4809 2.7183 0.0998 0.344
H -1.0429 2.3830 3.7780 0.246
H 0.4707 0.6221 0.7335 0.485
H -0.6178 3.7496 2.6313 0.249
H 3.4860 0.4291 -0.6642 0.313
H 3.3250 -0.4676 0.8317 0.310
H 4.0663 -1.2226 -0.5649 0.308
H 2.2497 -0.6402 -3.1834 0.302
H 1.4502 -2.1998 -3.1206 0.321
H 0.5046 -0.7269 -3.0456 0.332
H 1.7735 -3.7121 -0.8469 0.322
H 1.6982 -3.1232 0.8077 0.294
H 0.2333 -3.2199 -0.1579 0.298
```

The calculation puts the relative energy (zero: lowest compared OMol25 entry of this formula, charge and spin) at 41.9 kcal/mol. The total energy is -28302.661 eV. As for the LUMO energy (spin up / spin down): -0.1 / -0.2 eV. The value obtained for the HOMO-LUMO gap (spin up / spin down) is 7.04 / 7.05 eV. The value obtained for the largest force on an atom is 1.98 eV/Å. Its spin multiplicity is 1.



Record 5
Formula: C9H17B3Cl2F3NO5
Source: the OMol25 dataset
Level of theory: ωB97M-V with the def2-TZVPD basis set

Geometry as XYZ:
```
40
Properties=species:S:1:pos:R:3:mulliken_charge:R:1
C -3.2048 -0.7041 1.2836 -0.935
C -4.1031 0.2583 0.5060 -0.457
C -3.3402 0.9258 -0.6275 0.083
Cl -4.4341 1.9603 -1.6254 -0.240
B -2.6205 -0.0309 -1.6450 0.174
O -3.1332 -1.2824 -1.9644 -0.320
B -2.2956 -2.2382 -2.4830 0.465
Cl -2.8825 -3.8631 -2.7424 -0.295
O -0.9833 -1.9337 -2.7741 -0.287
B -0.5024 -0.7031 -2.3224 0.402
C 0.9502 -0.5453 -1.7963 -0.603
C 2.0263 -1.3988 -2.4663 0.089
O 1.8513 -2.7779 -2.2360 -0.600
C 3.3832 -1.0235 -1.8675 0.656
F 4.3543 -1.9030 -2.0804 -0.265
F 3.7948 0.1580 -2.3604 -0.282
F 3.2514 -0.8807 -0.5296 -0.292
O -1.4153 0.3235 -2.2134 -0.287
H -2.2887 -0.2068 1.6164 0.219
H -3.7201 -1.0665 2.1757 0.388
H -2.9364 -1.5814 0.6891 0.191
H -4.4532 1.0425 1.1841 0.385
H -4.9900 -0.2454 0.1144 0.271
H -2.5904 1.6019 -0.2106 0.265
H 0.8985 -0.8387 -0.7392 0.195
H 1.2195 0.5153 -1.8084 0.313
H 2.0862 -1.1676 -3.5377 0.339
H 1.0988 -3.0810 -2.7592 0.358
C 3.4547 1.9006 2.8701 -0.881
N 2.0497 1.6293 2.6555 0.098
C 1.0591 2.2578 3.5112 -0.944
C 1.6260 0.8056 1.6795 0.605
O 0.4510 0.5507 1.4633 -0.647
H 3.7669 1.5915 3.8696 0.331
H 3.6721 2.9641 2.7525 0.334
H 4.0408 1.3460 2.1390 0.286
H 0.4681 1.5066 4.0356 0.278
H 0.3743 2.8710 2.9247 0.279
H 1.5719 2.8844 4.2374 0.391
H 2.4446 0.3788 1.0817 -0.061
```

The total energy is -56573.030 eV. Its structure (SMILES) is CC[C@H](Cl)B1OB(Cl)OB(C[C@H](O)C(F)(F)F)O1.CN(C)C=O. As for the LUMO energy: 0.4 eV. The value obtained for the HOMO-LUMO gap is 10.05 eV. The value obtained for the largest force on an atom is 0.75 eV/Å. Its spin multiplicity is 1.



Record 6
Formula: C9H17BF3O5
Source: the OMol25 dataset
Level of theory: ωB97M-V with the def2-TZVPD basis set

Geometry as XYZ:
```
35
Properties=species:S:1:pos:R:3:mulliken_charge:R:1
C 4.8952 -2.9634 0.2700 -1.470
C 4.0422 -1.7485 -0.1181 0.488
O 4.7001 -0.9951 -1.1492 -0.559
C 2.6810 -2.2505 -0.5963 -0.515
O 1.7407 -1.2421 -0.6461 -0.717
B 0.4140 -1.6751 -1.2249 0.696
C -0.6675 -1.9811 0.0220 -0.026
C -1.6543 -3.0571 -0.2283 -0.025
O -1.3985 -4.1888 -0.6054 -0.557
H 4.6244 -3.8047 -0.3742 0.337
H 4.6767 -3.2696 1.2906 0.380
H 5.9587 -2.7713 0.1339 0.431
H 3.9072 -1.0904 0.7392 0.237
H 5.2159 -1.6243 -1.6521 0.316
H 2.8542 -2.7142 -1.5792 0.158
H 2.3615 -3.0452 0.1035 0.200
H -0.0261 -0.7935 -1.9613 -0.293
H 0.5359 -2.6974 -1.8916 -0.232
H -1.1833 -1.0561 0.2559 -0.342
H -0.0830 -2.3013 0.8915 0.194
H -2.7268 -2.8221 -0.0183 0.304
C -3.2576 5.4649 0.4639 -1.102
C -2.7597 4.5003 1.5192 -0.229
O -3.1698 3.1516 1.2470 -0.318
C -2.4781 2.5221 0.2979 0.193
O -1.5651 2.9660 -0.3229 -0.498
C -3.0186 1.0906 0.1323 1.106
F -4.3581 1.1076 0.0165 -0.293
F -2.7206 0.3701 1.2184 -0.266
F -2.5136 0.5191 -0.9378 -0.225
H -4.3421 5.3970 0.3697 0.295
H -2.9911 6.4864 0.7356 0.366
H -2.8215 5.2432 -0.5085 0.321
H -3.1968 4.7361 2.4874 0.313
H -1.6752 4.5367 1.6197 0.332
```

The charge is -1. The total energy is -28676.058 eV. As for the LUMO energy: 2.5 eV. The value obtained for the HOMO-LUMO gap is 6.69 eV. The value obtained for the largest force on an atom is 0.70 eV/Å. Its spin multiplicity is 1.



Record 7
Formula: C9H17Cl4N4
Source: the OMol25 dataset
Level of theory: ωB97M-V with the def2-TZVPD basis set

Geometry as XYZ:
```
34
Properties=species:S:1:pos:R:3:mulliken_charge:R:1
C -2.7972 1.2174 -2.1564 -0.554
C -2.3403 0.0149 -1.3706 -0.531
C -0.8096 0.0281 -0.7345 -0.402
N -0.7942 0.1602 0.7900 0.420
N -1.8334 -0.3356 1.5707 -0.296
C -1.4152 0.0153 2.9815 -0.048
N -0.0566 0.7144 3.1126 -0.337
C 0.3105 0.8130 1.6452 0.304
N 1.4646 1.4141 1.1330 -0.354
H -2.6927 2.2795 -1.6594 0.271
H -3.1820 1.0362 -3.2658 0.276
H -2.9725 -0.9602 -1.2078 0.404
H -0.1870 0.8829 -1.2629 0.336
H -0.3676 -1.0584 -0.9562 0.312
H -2.7177 -0.8298 1.3171 0.297
H -2.1216 -0.2525 3.8764 0.352
H 2.0335 1.0009 0.3605 0.253
H 1.6973 2.3654 1.5443 0.266
Cl -1.1518 -4.1646 -3.4406 -0.180
C -2.2566 -3.4378 -4.6331 -0.458
C -1.8551 -2.0177 -4.9978 -0.524
Cl -2.0911 -0.8829 -3.6443 -0.113
H -3.2711 -3.4772 -4.2239 0.318
H -2.2242 -4.0735 -5.5228 0.328
H -2.4738 -1.6564 -5.8246 0.292
H -0.8069 -1.9625 -5.3082 0.338
Cl 4.4545 3.7529 4.0411 -0.168
C 3.7639 2.1128 4.1072 0.268
C 4.8322 1.0352 4.0153 -0.469
Cl 5.5892 0.9738 2.4033 -0.181
H 3.0290 2.0214 3.3012 -0.380
H 3.2342 2.0308 5.0609 0.315
H 4.3858 0.0522 4.1924 0.288
H 5.6233 1.1879 4.7562 0.355
```

The calculation puts the relative energy (zero: lowest compared OMol25 entry of this formula, charge and spin) at 120.0 kcal/mol. The charge is +1. The total energy is -65644.813 eV. As for the LUMO energy: -4.1 eV. The value obtained for the HOMO-LUMO gap is 7.64 eV. The value obtained for the largest force on an atom is 8.32 eV/Å. Its spin multiplicity is 1.



Record 8
Formula: C9H17ClN4O4
Source: the OMol25 dataset
Level of theory: ωB97M-V with the def2-TZVPD basis set

Geometry as XYZ:
```
35
Properties=species:S:1:pos:R:3:mulliken_charge:R:1
N -1.7515 0.2541 -0.4181 -0.571
C -1.5904 -0.4241 -1.5338 0.128
C -1.5367 -1.3964 -2.8744 0.102
C -2.9403 -1.1578 -3.6849 -0.615
O -2.9435 -1.6142 -5.0831 -0.126
N -4.1280 -1.1281 -5.5751 0.122
O -3.9371 0.0037 -6.0559 -0.240
C -0.1738 -1.0617 -3.7191 0.472
N -0.3287 -0.0309 -4.8145 -0.561
Cl 1.0252 -0.3015 -2.4719 -0.117
C 0.4562 -2.5032 -4.2181 0.068
N 0.7536 -3.6608 -4.7638 -0.451
H -1.4427 -2.5203 -2.4842 0.430
H -3.2478 -0.0319 -3.5364 0.399
H -3.7639 -1.8125 -3.1204 0.342
H 0.5896 0.4963 -4.9028 0.319
H -0.3607 -0.6012 -5.7105 0.316
C 0.9423 2.1023 2.5301 -0.931
C 0.9849 2.6294 1.1108 -0.391
O 1.0318 1.5472 0.1926 -0.388
H 1.8217 1.4839 2.7374 0.216
H 0.9106 2.9244 3.2506 0.398
H 0.0635 1.4669 2.6810 0.298
H 1.8759 3.2457 0.9579 0.275
H 0.1025 3.2381 0.8915 0.290
H 0.2322 1.0109 0.3307 0.202
C 2.2059 0.4116 6.1494 -0.963
C 1.3612 -0.5653 5.3580 -0.263
O 2.0813 -1.0193 4.2215 -0.503
H 2.4874 1.2681 5.5280 0.242
H 1.6633 0.7747 7.0267 0.311
H 3.1364 -0.0609 6.4807 0.337
H 0.4428 -0.0830 5.0101 0.248
H 1.0865 -1.4309 5.9685 0.311
H 2.8906 -1.4535 4.5415 0.294
```

The total energy is -36271.724 eV. Its structure (SMILES) is N#C[C@@H](CON=O)[C@@](N)(Cl)C#N.CCO.CCO. As for the LUMO energy: -1.3 eV. The value obtained for the HOMO-LUMO gap is 8.54 eV. The value obtained for the largest force on an atom is 12.61 eV/Å. Its spin multiplicity is 1.